(1)
Here is C17H20CoN10O2 as an isolated structure from the Open Molecules 2025 dataset. Energies are from wB97M-V/def2-TZVPD.

The geometry in XYZ format:
```
50
Properties=species:S:1:pos:R:3:lowdin_charge:R:1
Co -0.3630 -0.2260 -0.4295 0.579
C -2.4380 -2.2177 -0.0792 -0.062
N -1.3979 -1.8789 -1.0793 -0.073
C -0.4133 -2.9560 -1.3477 -0.063
C 0.8511 -2.2812 -1.7711 -0.274
N 1.0405 -1.0022 -1.5233 0.078
C 2.3454 -0.7115 -1.9495 -0.180
C 3.0900 0.4665 -1.9146 -0.018
C 4.3659 0.4279 -2.4363 -0.053
C 4.9002 -0.7502 -2.9866 -0.046
C 4.1762 -1.9220 -3.0237 0.016
C 2.8945 -1.8708 -2.4885 -0.159
N 1.9112 -2.8529 -2.3562 0.206
C -2.7986 -0.9458 0.6171 -0.272
N -2.0095 0.1057 0.5429 0.079
C -2.5780 1.0788 1.3804 -0.179
C -2.1704 2.3704 1.7116 -0.019
C -2.9719 3.0891 2.5739 -0.053
C -4.1552 2.5464 3.1039 -0.046
C -4.5656 1.2693 2.7896 0.016
C -3.7477 0.5548 1.9224 -0.160
N -3.8553 -0.7397 1.4136 0.206
H -2.0123 -2.9128 0.6460 0.141
H -3.3087 -2.6983 -0.5289 0.147
H -1.8529 -1.6295 -1.9537 0.152
H -0.7675 -3.6675 -2.0961 0.147
H -0.2354 -3.5046 -0.4216 0.139
H 2.7041 1.3803 -1.4842 0.087
H 4.9738 1.3221 -2.4263 0.116
H 5.9036 -0.7356 -3.3887 0.121
H 4.5875 -2.8287 -3.4456 0.127
H 1.9823 -3.8150 -2.6473 0.187
H -1.2558 2.8026 1.3304 0.086
H -2.6874 4.0942 2.8533 0.116
H -4.7555 3.1454 3.7745 0.121
H -5.4755 0.8503 3.1969 0.127
H -4.5926 -1.3988 1.6065 0.187
N 0.0866 1.9444 -0.8813 0.059
N 0.9512 2.4160 0.1196 0.008
C 1.3345 1.5866 1.1266 -0.375
N 2.1317 2.0654 2.0624 0.248
N 0.8320 0.3593 1.0138 0.073
N 1.0943 -0.6195 1.9610 -0.380
O 0.5445 -1.6806 1.7218 0.074
O 1.8005 -0.4010 2.9212 0.109
H 0.5331 2.0366 -1.7892 0.115
H -0.7678 2.4952 -0.8822 0.115
H 1.2910 3.3641 0.0745 0.170
H 2.4379 3.0246 2.0534 0.143
H 2.4122 1.4510 2.8134 0.114
```

Properties
**Net charge**: +2
**HOMO-LUMO gap (spin up / spin down)**: 8.9 / 8.8 eV
**E_LUMO (spin up / spin down)**: -5.62 / -5.62 eV
**Expectation value of S²**: 0.79
**Multiplicity**: 2
**Energy above the lowest of the compared OMol25 structures with the same formula, charge and spin**: 4.55 kcal per mole

---

(2)
Here is the molecule C17H20F2N4O3S in a non-equilibrium geometry from the Open Molecules 2025 dataset. Energies are from wB97M-V/def2-TZVPD.

The geometry in XYZ format:
```
47
Properties=species:S:1:pos:R:3:lowdin_charge:R:1
C -7.4575 -1.4651 -0.0858 -0.118
H -8.4443 -1.6437 -0.4928 0.071
H -7.3967 -1.7757 0.9482 0.070
H -6.6914 -1.9342 -0.6901 0.050
S -7.1436 0.3008 -0.1525 0.652
O -7.7074 0.9815 0.9697 -0.290
O -7.4106 0.8067 -1.4591 -0.277
N -5.4524 0.3154 0.1013 -0.234
C -4.7030 1.2601 0.7471 0.003
C -3.4003 0.9029 0.5562 -0.128
C -3.4536 -0.2705 -0.2267 -0.220
N -4.6866 -0.6195 -0.5025 0.115
C -2.0843 -0.7605 -0.5060 -0.094
N -1.2632 0.0280 0.4261 -0.111
C 0.0991 0.2508 -0.0186 -0.299
C 0.7967 -1.0824 -0.3035 -0.102
H 0.3265 -1.6080 -1.1331 0.115
C 2.2669 -0.8549 -0.6559 -0.342
N 2.9006 -2.1286 -0.9245 0.065
H 3.8657 -2.0024 -1.2080 0.076
H 2.8892 -2.7141 -0.0957 0.080
H 2.3244 -0.2555 -1.5708 0.152
C 2.9338 -0.0455 0.4912 -0.251
C 4.3629 0.2811 0.1522 -0.099
C 5.4145 -0.3568 0.7963 0.049
C 6.7198 -0.0585 0.4500 -0.273
C 7.0276 0.8724 -0.5249 -0.001
C 5.9873 1.5125 -1.1731 0.009
C 4.6793 1.2095 -0.8370 -0.220
F 3.6994 1.8324 -1.5131 0.084
H 6.1767 2.2443 -1.9420 0.122
H 8.0564 1.0853 -0.7653 0.120
F 7.7200 -0.6985 1.0869 0.059
H 5.2258 -1.0830 1.5719 0.130
O 2.2430 1.1632 0.7224 -0.071
C 0.8993 0.9698 1.0793 -0.152
H 0.5156 1.9741 1.2608 0.126
H 0.8273 0.3829 2.0085 0.142
H 2.9090 -0.6644 1.4078 0.160
H 0.7247 -1.7142 0.5854 0.133
H 0.1345 0.8756 -0.9338 0.165
C -1.9829 1.2480 0.8286 -0.114
H -1.6787 2.1265 0.2353 0.133
H -1.7892 1.4558 1.8842 0.126
H -1.8233 -0.5742 -1.5605 0.135
H -1.9640 -1.8264 -0.2994 0.128
H -5.1928 2.0569 1.2654 0.125
```

Properties
**Net charge**: 0
**HOMO-LUMO gap**: 9.6 eV
**E_LUMO**: 0.69 eV
**SMILES string**: CS(=O)(=O)n1cc2c(n1)CN([C@H]1CO[C@H](c3cc(F)ccc3F)[C@@H](N)C1)C2
**Energy above the lowest of the compared OMol25 structures with the same formula, charge and spin**: 0.00 kcal per mole

---

(3)
Here is an isolated ion of composition C17H20F3N2O3 and charge +1 from the Open Molecules 2025 dataset. Energies are from wB97M-V/def2-TZVPD.

The geometry in XYZ format:
```
45
Properties=species:S:1:pos:R:3:lowdin_charge:R:1
O -0.3278 0.2669 0.7745 0.078
C -1.1478 0.8720 0.0872 -0.415
N -2.4635 0.7512 0.2856 0.149
C -3.0171 -0.1875 1.1985 -0.159
C -3.9138 0.2641 2.1578 0.002
C -4.4589 -0.6135 3.0771 -0.046
C -4.1077 -1.9531 3.0494 -0.043
C -3.2337 -2.4173 2.0839 0.009
C -2.6903 -1.5449 1.1453 -0.047
C -1.8009 -2.1535 0.0941 -0.561
F -0.5236 -2.3119 0.4896 0.133
F -1.7194 -1.4290 -1.0499 0.123
F -2.2262 -3.3605 -0.2762 0.165
H -2.9762 -3.4642 2.0411 0.130
H -4.5210 -2.6398 3.7702 0.116
H -5.1529 -0.2481 3.8173 0.116
H -4.1737 1.3113 2.1816 0.122
H -3.1126 1.3444 -0.2124 0.173
C -0.7536 1.7421 -1.0962 0.013
H -1.1533 1.2338 -1.9813 0.146
H -1.2681 2.7024 -1.0329 0.150
C 0.7618 2.0206 -1.2820 -0.101
N 1.6488 1.0190 -0.6310 -0.047
C 2.6639 1.5773 0.2909 -0.097
C 3.2298 0.4308 1.1231 -0.147
C 3.8215 -0.6569 0.2299 -0.167
C 2.7878 -1.1246 -0.7945 -0.112
H 3.2351 -1.8474 -1.4756 0.135
C 2.2937 0.0824 -1.5819 -0.219
C 1.2994 -0.2264 -2.6926 -0.069
H 1.7081 -0.9552 -3.3948 0.157
H 0.3562 -0.6169 -2.2949 0.134
O 1.0786 0.9522 -3.4571 0.067
C 0.9575 2.1113 -2.8176 -0.456
O 0.9161 3.1586 -3.3834 0.185
H 3.1477 0.6007 -2.0396 0.180
H 1.9492 -1.6096 -0.2908 0.125
H 4.1396 -1.4992 0.8415 0.124
H 4.7017 -0.2725 -0.2882 0.125
H 3.9942 0.8220 1.7932 0.128
H 2.4313 0.0082 1.7366 0.126
H 2.1859 2.3100 0.9430 0.144
H 3.4466 2.0747 -0.2876 0.150
H 0.9876 0.4693 0.0227 0.115
H 0.9998 3.0068 -0.8736 0.168
```

Properties
**Net charge**: +1
**HOMO-LUMO gap**: 10.2 eV
**E_LUMO**: -2.33 eV
**SMILES string**: O=C(C[C@@H]1C(=O)OC[C@@H]2CCCC[N@H+]21)Nc1ccccc1C(F)(F)F

---

(4)
Here is C17H20F3N3PdSSi as an isolated structure from the Open Molecules 2025 dataset. Energies are from wB97M-V/def2-TZVPD.

The geometry in XYZ format:
```
46
Properties=species:S:1:pos:R:3:lowdin_charge:R:1
Pd -0.2773 -0.5756 -0.2386 0.339
F 0.3787 4.2251 1.5508 0.106
C 0.5905 3.7582 2.7824 -0.589
F 1.8532 4.1238 3.1315 0.120
F -0.2359 4.4372 3.6125 0.126
C 0.4149 2.2740 2.9455 -0.130
C 0.4207 1.8158 4.2541 -0.011
C 0.3004 0.4634 4.5209 -0.057
C 0.2165 -0.3886 3.4323 -0.148
N 0.2173 0.0293 2.1742 -0.005
C 0.2674 1.3494 1.8931 -0.673
S 0.0672 1.7357 0.2064 0.641
H 0.5083 2.5303 5.0627 0.127
H 0.2853 0.0822 5.5315 0.101
H 0.1579 -1.4634 3.5706 0.109
C 4.1865 1.4004 -0.0529 -0.031
N 4.0405 -0.0507 0.0136 -0.199
C 4.9808 -0.8071 0.8235 -0.039
C 2.9107 -0.5935 -0.3765 -0.290
N 1.8979 -1.0426 -0.7060 0.095
H 5.1753 1.6467 -0.4407 0.089
H 4.0628 1.8480 0.9363 0.092
H 3.4250 1.8079 -0.7126 0.086
H 5.9954 -0.6175 0.4719 0.089
H 4.7693 -1.8690 0.7291 0.094
H 4.9097 -0.5211 1.8765 0.092
C -2.9539 0.9000 1.5898 -0.202
Si -2.4036 0.0750 -0.0203 0.448
C -3.0236 1.0707 -1.5017 -0.222
C -3.0134 -1.7200 -0.0937 -0.286
C -2.6791 -2.6052 0.9372 -0.116
C -3.0908 -3.9295 0.9150 -0.091
C -3.8498 -4.3978 -0.1477 -0.092
C -4.1876 -3.5407 -1.1864 -0.089
C -3.7654 -2.2203 -1.1611 -0.100
H -4.0419 1.0027 1.6111 0.033
H -2.5169 1.8947 1.6692 0.015
H -2.6592 0.3219 2.4671 0.020
H -4.1060 1.2231 -1.4590 0.031
H -2.7833 0.5910 -2.4509 0.022
H -2.5487 2.0528 -1.4916 0.013
H -2.0926 -2.2455 1.7776 0.086
H -2.8230 -4.5959 1.7253 0.101
H -4.1770 -5.4296 -0.1678 0.101
H -4.7786 -3.9042 -2.0175 0.101
H -4.0307 -1.5656 -1.9835 0.094
```

Properties
**Net charge**: 0
**HOMO-LUMO gap**: 7.7 eV
**E_LUMO**: 0.19 eV
**Energy above the lowest of the compared OMol25 structures with the same formula, charge and spin**: 15.08 kcal per mole

---

(5)
Here is C17H20F6GeN6O4PPt as an isolated structure in a non-equilibrium geometry from the Open Molecules 2025 dataset. Energies are from wB97M-V/def2-TZVPD.

The geometry in XYZ format:
```
56
Properties=species:S:1:pos:R:3:lowdin_charge:R:1
Pt 0.0622 0.3989 0.4233 1.360
N 1.7032 -3.0947 2.5450 0.078
C 1.4919 -2.5685 1.3384 -0.079
N 0.9933 -1.3573 1.5058 0.017
C 0.9091 -1.2105 2.8554 -0.302
N 1.3367 -2.2501 3.5229 0.173
C 0.3526 0.0144 3.4252 -0.163
C 0.2485 0.2609 4.7892 -0.015
N -0.2687 1.3893 5.2507 0.139
C -0.6867 2.2871 4.3677 -0.058
C -0.5975 2.0670 2.9999 -0.060
N -0.0795 0.9273 2.5432 -0.011
H 2.0764 -4.0041 2.7796 0.185
H 1.6791 -3.0649 0.4001 0.151
H 0.5927 -0.4752 5.5051 0.139
H -1.1051 3.2088 4.7512 0.131
H -0.9384 2.7903 2.2719 0.116
O -1.5195 1.9746 -0.1442 -0.080
C -2.5522 1.7103 -0.7505 -0.131
C -3.2191 0.4183 -0.8265 -0.087
C -4.3657 0.3541 -1.5684 0.110
C -5.1096 -0.8409 -1.6197 -0.041
C -4.7759 -1.9701 -0.8910 0.071
C -3.6400 -1.9336 -0.1198 0.113
C -2.7831 -0.7652 -0.1031 -0.299
O -1.7135 -0.8553 0.5461 -0.054
N -6.3237 -0.8611 -2.4715 -0.332
O -6.8949 -1.9184 -2.5600 0.144
O -6.5170 0.1315 -3.1371 0.127
H -3.0672 2.5277 -1.2737 0.160
H -4.7359 1.2097 -2.1199 0.148
H -5.4032 -2.8489 -0.9494 0.148
H -3.3098 -2.7885 0.4539 0.150
C 2.4437 0.6040 -4.0537 -0.165
Ge 1.6626 1.3752 -2.4648 0.913
C 3.5282 2.8373 -2.3922 0.071
C 0.2880 2.6991 -2.7159 -0.186
C 1.9220 0.5764 -0.7104 -0.324
H 2.7426 1.3815 -4.7533 0.049
H 1.6452 0.0097 -4.5025 0.033
H 3.2800 -0.0467 -3.8143 0.054
H 3.4750 3.4002 -3.3145 0.051
H 4.3605 2.1553 -2.2754 0.054
H 3.1228 3.3099 -1.5011 0.044
H 0.6591 3.5003 -3.3538 0.046
H -0.0794 3.1136 -1.7809 0.020
H -0.5259 2.1959 -3.2413 0.045
H 2.3989 1.2291 0.0350 0.020
H 2.4229 -0.3853 -0.7510 0.009
F -0.3178 -2.2977 -1.1369 -0.159
P -0.3419 -1.8241 -2.6838 0.216
F -1.9427 -1.7000 -2.6032 -0.108
F -0.3803 -3.2877 -3.2241 -0.059
F -0.3408 -1.1502 -4.1228 -0.107
F -0.3062 -0.1562 -2.0527 -0.323
F 1.2662 -1.7682 -2.6332 -0.145
```

Properties
**Net charge**: +2
**HOMO-LUMO gap (spin up / spin down)**: 7.9 / 6.1 eV
**E_LUMO (spin up / spin down)**: -6.79 / -9.63 eV
**Expectation value of S²**: 8.80
**Multiplicity**: 6
**Energy above the lowest of the compared OMol25 structures with the same formula, charge and spin**: 0.00 kcal per mole

---

- net charge of number 1 (C17H20CoN10O2)?
  +2